# C19H29Br2N5OTi

C19H29Br2N5OTi as an isolated structure in a non-equilibrium geometry (ωB97M-V/def2-TZVPD, the Open Molecules 2025 dataset).

```
57
Properties=species:S:1:pos:R:3:forces:R:3:lowdin_charge:R:1
Br -1.878998 -3.773939 3.198637 0.2 0.9 -0.4 0.833
Br -3.325698 1.007561 5.703637 0.3 0.0 -0.6 0.848
Ti 0.091702 -0.458639 -0.213563 -3.6 -1.6 -1.1 1.013
O -0.639798 -1.745939 1.052937 2.0 -0.4 -1.3 -0.199
N 1.749802 0.235161 0.896737 -4.7 2.4 2.9 -0.113
N -0.671698 1.039461 -1.534163 -0.1 4.4 4.0 -0.192
N -0.737298 -1.333739 -1.931063 -5.1 -2.0 -0.4 -0.219
N 1.722402 -0.783939 -1.440663 2.8 -1.9 8.7 -0.084
N -0.660998 0.865361 1.089637 -5.1 -0.9 2.4 -0.122
C 1.392002 1.651861 0.536437 5.8 0.6 -0.4 -0.223
C -1.866098 0.930961 3.176237 -0.2 0.8 0.4 -0.151
C 0.538002 -3.093539 -1.143863 -0.1 -0.7 0.0 -0.170
C -1.247398 -0.599739 -3.107663 -0.3 0.6 0.4 -0.176
C 0.496502 1.789461 -2.002763 0.2 1.0 -0.6 -0.196
C 1.383702 2.324961 -0.856463 0.7 -0.5 -0.4 -0.117
C -0.651298 2.209861 1.072937 -7.4 2.2 1.3 -0.251
C -1.211798 -1.172839 2.043537 -2.0 -0.5 3.5 -0.406
C 1.817102 -2.261639 -1.135263 0.4 -1.6 -0.1 -0.148
C -1.832998 -1.857039 3.119037 0.4 -0.6 -0.8 -0.524
C -0.356898 -2.689939 -2.283363 0.2 -0.8 0.4 -0.211
C -1.249898 0.225761 2.109437 -0.9 0.1 1.0 -0.159
C -1.217898 2.992461 2.053937 -0.6 -0.1 0.7 0.061
C -2.464798 0.189761 4.212937 -0.4 -0.8 0.8 -0.584
C -1.831898 2.344261 3.117037 0.2 0.0 -0.1 0.063
C -1.647898 0.769061 -2.566963 -0.8 -0.6 -0.2 -0.181
C -2.448698 -1.196739 4.185037 0.1 1.0 -0.1 -0.146
C 3.097902 -0.080839 0.561737 0.9 -1.3 -0.2 -0.151
C 3.072602 -0.288939 -0.981463 0.6 0.9 -0.1 -0.102
H 3.820102 0.690961 0.848237 -0.2 0.0 -0.1 0.144
H 3.884402 -0.963239 -1.286063 -0.3 0.0 0.1 0.143
H 1.096402 0.287561 2.028737 3.7 -1.0 -3.5 0.318
H 2.018702 2.287161 1.179137 0.1 0.1 -0.3 0.167
H -0.455198 -0.495839 -3.858163 0.0 -0.2 0.1 0.132
H 1.700602 -0.740139 -2.325463 -0.4 0.7 -8.5 0.033
H 0.016902 -2.982839 -0.183063 0.1 -0.5 -0.6 0.089
H 0.380802 1.795961 0.939637 9.1 -1.1 -0.3 -0.097
H 0.187402 -2.740939 -3.233663 -0.1 0.2 -0.1 0.140
H 3.290102 0.649061 -1.495963 -0.2 -0.1 0.1 0.117
H -1.235998 -3.338839 -2.350563 0.2 0.0 -0.2 0.141
H -1.183098 4.072261 1.993737 0.0 -0.1 -0.1 0.141
H -0.154698 2.646461 0.213137 -2.1 1.6 -0.1 0.104
H -2.282098 2.949561 3.896637 0.0 -0.2 0.0 0.111
H 3.395102 -1.008739 1.059937 0.0 0.1 0.0 0.133
H -2.637798 0.700361 -2.101663 0.2 0.0 -0.1 0.130
H -1.701698 1.530461 -3.351763 0.2 0.0 0.2 0.140
H -2.106098 -1.105639 -3.561463 0.3 0.0 -0.1 0.141
H 0.798702 -4.154839 -1.234863 0.2 0.3 0.2 0.150
H -2.007498 -1.529739 -1.170963 4.3 1.2 -1.8 0.323
H -2.908698 -1.771739 4.981637 0.1 0.1 -0.1 0.108
H 2.275002 -2.442939 -0.156263 0.1 0.5 -0.2 0.134
H 1.088702 1.219361 -2.722163 -0.1 -0.2 0.1 0.118
H -1.127798 1.882661 -0.500463 0.8 -3.0 -4.8 0.281
H -1.668898 -0.458639 -0.213563 0.3 0.7 0.2 0.104
H 0.153302 2.669361 -2.564263 0.1 -0.1 0.0 0.140
H 2.406802 2.463861 -1.220463 -0.3 0.1 0.0 0.129
H 1.036102 3.352361 -0.666863 0.3 -0.1 0.2 0.140
H 2.500802 -2.701839 -1.875763 0.0 0.3 0.2 0.153
```
Positions in Å, forces in eV/Å.

Properties
- E (hartree) = -7086.96349
- E_LUMO (spin up / spin down) (eV) = -7.29 / -7.29
- charge = +2